Run A
# C4H10NOP

A 2-piece molecular cluster, C4H10NOP overall (wB97M-V/def2-TZVPD, the OMol25 dataset).

Geometry (Å):
P  -1.0748  1.4799  1.0888
O  2.3319  0.7188  -0.4315
N  0.1505  0.9061  0.3097
C  1.5165  0.8670  0.7580
C  0.7176  -1.5514  -0.8825
C  -2.3415  0.9655  -0.1767
C  0.9559  -2.0931  0.2761
H  0.2288  -2.4183  0.9396
H  1.7866  0.3266  -1.2128
H  1.5959  -0.1007  1.2667
H  -3.0151  0.1108  0.0867
H  1.5539  -1.3442  -1.5636
H  -0.2793  -1.3073  -1.2458
H  -1.9050  0.6715  -1.2571
H  -2.8842  1.8716  -0.2212
H  1.9185  -2.1574  0.5613
H  1.8952  1.6687  1.3415

* multiplicity: 1
* frontier orbital gap: 8.781 eV
* SMILES: C/P=N/CO.C=C
* E_HOMO: -8.96 eV

Calculated atomic charges, method Mulliken, unit e: atom 1 (P): -0.0753, atom 2 (O): -0.5570, atom 3 (N): 0.0403, atom 4 (C): -0.3300, atom 5 (C): -0.5415, atom 6 (C): -0.8293, atom 7 (C): -0.7576, atom 8 (H): 0.3386, atom 9 (H): 0.3653, atom 10 (H): 0.1964, atom 11 (H): 0.2893, atom 12 (H): 0.3783, atom 13 (H): 0.1779, atom 14 (H): 0.2342, atom 15 (H): 0.3119, atom 16 (H): 0.3810, atom 17 (H): 0.3776

***

Run B
# C4H10NOP

A 2-piece molecular cluster, C4H10NOP overall (wB97M-V/def2-TZVPD, the OMol25 dataset).

Geometry (Å):
P  -3.8700  -0.5107  0.2718
O  -4.4752  0.2262  -0.7667
N  -1.3825  0.9519  0.7929
C  -0.4075  0.2422  0.1006
C  0.9407  1.0411  0.0158
C  -0.2105  -0.8839  1.1378
C  -0.8317  -0.3466  -1.1832
H  1.1927  1.7283  -0.7784
H  1.8080  0.3276  -0.1042
H  -0.1390  -1.2436  -1.2513
H  -1.5121  1.9430  0.6619
H  1.1389  1.6349  0.9772
H  -1.9655  -0.6878  -1.2871
H  -1.0501  -0.6368  1.8646
H  0.7699  -0.7696  1.6241
H  -0.2590  -1.8946  0.8198
H  -0.8104  0.4593  -1.9425

* multiplicity: 1
* frontier orbital gap (spin up / spin down): 10.474 / 5.667 eV
* E_HOMO (spin up / spin down): -10.20 / -6.80 eV

Calculated atomic charges, method Mulliken, unit e: atom 1 (P): 0.3205, atom 2 (O): -0.3311, atom 3 (N): -0.6927, atom 4 (C): 1.8054, atom 5 (C): -1.5848, atom 6 (C): -1.4318, atom 7 (C): -1.2235, atom 8 (H): 0.3771, atom 9 (H): 0.3554, atom 10 (H): 0.3240, atom 11 (H): 0.1933, atom 12 (H): 0.3510, atom 13 (H): 0.2039, atom 14 (H): 0.3253, atom 15 (H): 0.3479, atom 16 (H): 0.3304, atom 17 (H): 0.3298

***

Most stable structure among those shown: run A. Next: +104.6 kJ/mol.